Arrangement i

13
Properties=species:S:1:pos:R:3:mulliken_charge:R:1 method="wB97M-V/def2-TZVPD" orbital_gap_ev=9.33 charge=0
C 0.60 -1.05 -0.07 -1.16
C -1.75 0.17 0.54 0.11
C -0.40 0.04 -0.30 0.41
O 0.17 1.97 0.62 -0.68
O -0.49 0.40 -1.60 -0.37
Cl -2.82 1.39 -0.12 -0.13
Cl -2.63 -1.49 0.31 -0.20
H 0.22 -1.71 0.63 0.37
H 0.73 -1.55 -0.98 0.38
H 1.57 -0.63 0.24 0.29
H -1.52 0.23 1.55 0.39
H 0.91 1.86 1.17 0.22
H -1.12 1.08 -1.63 0.37

Arrangement ii

13
Properties=species:S:1:pos:R:3:mulliken_charge:R:1 method="wB97M-V/def2-TZVPD" orbital_gap_ev=11.44 charge=0
C -1.73 1.33 1.50 -0.99
C -0.65 0.87 0.56 0.77
O -0.78 0.63 -0.62 -0.51
O 0.54 0.75 1.21 -0.41
H -2.69 1.42 0.96 0.30
H -1.47 2.31 1.93 0.29
H -1.86 0.60 2.32 0.28
H 1.19 0.45 0.51 0.25
Cl 0.86 -2.81 -0.59 -0.14
C 1.44 -1.66 -1.79 -0.25
Cl 2.80 -0.70 -1.22 -0.17
H 1.74 -2.21 -2.70 0.31
H 0.61 -0.98 -2.06 0.25

Structures ranked by computed energy, the most stable listed first: arrangement ii, arrangement i.

Arrangement i

23
Properties=species:S:1:pos:R:3:mulliken_charge:R:1 method="wB97M-V/def2-TZVPD" orbital_gap_ev=10.83 charge=0
C 1.79 -0.76 -1.21 -1.57
C 0.64 0.25 -1.25 0.66
C -0.12 0.13 -2.56 -1.53
C -0.34 0.07 -0.07 -0.33
O -0.93 -1.22 -0.05 -0.64
C 0.31 0.40 1.29 -0.63
C -0.76 0.52 2.39 -0.11
O -1.46 -0.66 2.59 -0.56
O -1.61 1.58 2.03 -0.52
H 2.49 -0.54 -2.02 0.44
H 2.34 -0.71 -0.27 0.36
H 1.43 -1.77 -1.35 0.35
H 1.06 1.26 -1.17 0.33
H -0.87 0.91 -2.64 0.39
H -0.63 -0.83 -2.62 0.28
H 0.56 0.21 -3.41 0.44
H -1.18 0.76 -0.21 0.53
H -0.22 -1.87 0.03 0.40
H 0.84 1.35 1.22 0.35
H 1.01 -0.39 1.58 0.29
H -0.27 0.75 3.35 0.36
H -1.69 -1.02 1.71 0.41
H -2.37 1.57 2.63 0.32

Arrangement ii

23
Properties=species:S:1:pos:R:3:mulliken_charge:R:1 method="wB97M-V/def2-TZVPD" orbital_gap_ev=9.21 charge=0
C -0.05 -1.62 -0.57 0.34
C 0.80 0.71 0.27 0.24
C -0.22 -0.19 0.74 0.21
C 1.33 1.09 -1.08 -1.16
C -1.69 0.03 0.97 -1.51
C 0.04 2.29 1.00 -1.40
O -0.38 -1.29 -1.88 -0.51
O 1.23 -2.18 -0.52 -0.51
O -0.96 -2.65 -0.22 -0.57
H -1.04 -1.94 -2.17 0.31
H 1.40 -2.54 -1.41 0.34
H -0.45 -3.25 0.34 0.34
H 1.65 0.62 0.95 0.38
H 0.19 -0.75 1.59 0.27
H 1.01 2.08 -1.42 0.33
H 1.11 0.48 -1.95 0.32
H 2.42 1.14 -1.03 0.26
H -1.88 0.44 1.96 0.40
H -2.15 0.61 0.16 0.29
H -2.21 -0.93 1.03 0.44
H 0.90 2.95 1.00 0.43
H -0.38 2.26 2.00 0.37
H -0.67 2.65 0.26 0.38

Arrangement iii

23
Properties=species:S:1:pos:R:3:mulliken_charge:R:1 method="wB97M-V/def2-TZVPD" orbital_gap_ev=9.83 charge=0
C -0.79 0.20 2.34 0.03
C 1.49 0.56 -0.57 -0.98
C -0.79 -1.16 2.10 -1.05
O 0.28 0.98 2.35 -0.51
O 1.96 -0.07 0.61 -0.64
H 1.05 0.56 1.86 0.54
H 1.74 -1.02 0.46 0.40
H -1.71 0.75 2.48 0.46
H 2.26 0.48 -1.35 0.38
H 1.32 1.61 -0.34 0.35
H -1.66 -1.70 2.44 0.39
H -0.42 -1.36 0.59 0.35
H 0.13 -1.69 2.34 0.35
C -1.19 0.86 -0.58 -1.59
C 0.13 -0.19 -2.58 -1.80
C 0.19 -0.14 -1.06 1.67
O 0.08 -1.38 -0.52 -0.85
H 0.32 0.78 -3.02 0.39
H 0.89 -0.89 -2.93 0.46
H -2.12 0.30 -0.62 0.32
H -1.14 1.49 0.30 0.43
H -1.18 1.57 -1.40 0.51
H -0.84 -0.55 -2.91 0.40

Structures ranked by computed energy, the most stable listed first: arrangement i, arrangement iii, arrangement ii.

Arrangement i

10
Properties=species:S:1:pos:R:3:mulliken_charge:R:1 method="wB97M-V/def2-TZVPD" orbital_gap_ev=10.78 charge=0
H 0.60 -0.95 1.13 0.00
H 0.07 -0.72 1.64 0.02
O -1.37 -0.73 -0.56 -0.49
C -0.95 0.33 -0.13 -0.02
C 0.55 0.55 -0.29 -0.38
O 1.02 -0.74 -0.48 -0.57
H -1.66 1.08 0.22 0.37
H 0.97 1.14 0.55 0.32
H 0.68 1.13 -1.21 0.27
H 0.04 -1.19 -0.71 0.47

Arrangement ii

10
Properties=species:S:1:pos:R:3:mulliken_charge:R:1 method="wB97M-V/def2-TZVPD" orbital_gap_ev=11.49 charge=0
C -1.02 0.13 -0.05 -1.08
C 0.40 -0.06 0.49 0.29
O 1.31 0.98 0.14 -0.49
O 0.89 -1.26 0.06 -0.49
H -1.02 -0.04 -1.20 0.30
H -1.84 -0.53 0.30 0.32
H -1.22 1.17 0.15 0.29
H 0.42 0.01 1.59 0.26
H 1.70 0.95 -0.73 0.28
H 0.36 -1.35 -0.75 0.33

Structures ranked by computed energy, the most stable listed first: arrangement ii, arrangement i.

Arrangement i

7
Properties=species:S:1:pos:R:3:mulliken_charge:R:1 method="wB97M-V/def2-TZVPD" orbital_gap_ev=11.67 charge=0
C 0.79 0.79 -0.51 0.04
C -1.89 -0.59 -0.15 0.67
N 1.28 0.32 0.66 -0.21
O -1.22 -1.47 -0.13 -0.30
O -2.54 0.34 -0.21 -0.34
O 1.97 1.22 -0.19 -0.13
H 1.60 -0.61 0.53 0.26

Arrangement ii

7
Properties=species:S:1:pos:R:3:mulliken_charge:R:1 method="wB97M-V/def2-TZVPD" orbital_gap_ev=11.49 charge=0
O -2.29 -0.15 0.08 -0.56
C -1.05 -0.09 -0.10 0.72
O -0.27 0.98 -0.13 -0.23
C 0.97 0.34 0.12 0.03
N 1.02 -0.90 -0.03 -0.15
O -0.36 -1.19 -0.06 -0.11
H 1.98 1.00 0.13 0.30

Structures ranked by computed energy, the most stable listed first: arrangement ii, arrangement i.